Entry 1:
Computed, not measured: a single C15H14BNO6 molecule, with ωB97M-V/def2-TZVPD.

Computed properties:
HOMO level	-8.62	eV
gap between HOMO and LUMO	0.318	hartree
SMILES	COc1ccccc1C(=O)Nc1cc(B(O)O)cc(C(=O)O)c1
energy relative to the best compared isomer or geometry (same formula, charge and spin)	30.3	kcal/mol

Bonds (Å) are listed after each position.
Cartesian coordinates (Å):
1 O 3.919 0.897 -4.085  B23 1.422, H28 0.956
2 O -2.230 -1.763 -0.505  C8 1.416, C16 1.358
3 O 4.660 3.195 0.690  C14 1.208
4 O 3.017 3.196 2.244  C14 1.424, H27 0.961
5 O 1.515 0.374 -4.522  B23 1.440, H37 0.996
6 O -1.114 1.476 2.093  C18 1.216
7 N -0.585 0.441 0.040  C15 1.455, C18 1.420, H24 0.990
8 C -2.456 -1.773 0.892  O2 1.416, C17 1.456, C20 1.394
9 C 1.066 0.868 -1.793  C13 1.366, C15 1.431, H35 1.078
10 C 3.033 2.148 -1.409  C13 1.414, C21 1.430, H30 1.101
11 C 1.264 2.025 0.390  C15 1.413, C21 1.466, H29 1.132
12 C -2.197 -0.760 3.048  C17 1.327, C22 1.412, H36 1.099
13 C 2.256 1.338 -2.271  C9 1.366, C10 1.414, B23 1.503
14 C 3.499 2.961 0.925  O3 1.208, O4 1.424, C21 1.451
15 C 0.572 1.154 -0.481  N7 1.455, C9 1.431, C11 1.413
16 C -2.506 -2.902 -1.193  O2 1.358, H25 1.037, H31 1.114, H32 1.141
17 C -1.971 -0.696 1.742  C8 1.456, C12 1.327, C18 1.522
18 C -1.202 0.546 1.315  O6 1.216, N7 1.420, C17 1.522
19 C -3.452 -2.836 2.816  C20 1.380, C22 1.399, H33 1.121
20 C -3.073 -2.872 1.489  C8 1.394, C19 1.380, H34 1.039
21 C 2.598 2.418 -0.074  C10 1.430, C11 1.466, C14 1.451
22 C -3.063 -1.737 3.589  C12 1.412, C19 1.399, H26 1.092
23 B 2.559 0.888 -3.672  O1 1.422, O5 1.440, C13 1.503
24 H -0.900 -0.307 -0.526  N7 0.990
25 H -3.538 -2.965 -1.259  C16 1.037
26 H -3.220 -1.709 4.669  C22 1.092
27 H 3.734 3.544 2.781  O4 0.961
28 H 4.604 1.389 -3.633  O1 0.956
29 H 0.778 2.285 1.379  C11 1.132
30 H 3.947 2.611 -1.812  C10 1.101
31 H -2.182 -2.910 -2.259  C16 1.114
32 H -2.018 -3.744 -0.598  C16 1.141
33 H -4.211 -3.555 3.221  C19 1.121
34 H -3.440 -3.628 0.878  C20 1.039
35 H 0.539 0.167 -2.419  C9 1.078
36 H -1.942 0.013 3.787  C12 1.099
37 H 1.742 0.224 -5.480  O5 0.996

Here are the natural (NBO) charges for atoms 1 to 4, given in e: -0.91 -0.52 -0.58 -0.71

=====

Entry 2:
Computed, not measured: a gas-phase ion, C6H9N (charge +1), with ωB97M-V/def2-TZVPD.

Computed properties:
multiplicity	2
HOMO level (alpha / beta)	-14.25 / -14.91	eV
charge	+1
gap between HOMO and LUMO (alpha / beta)	0.387 / 0.289	hartree
⟨S²⟩	0.76
energy relative to the best compared isomer or geometry (same formula, charge and spin)	9.9	kcal/mol

Bonds (Å) are listed after each position.
Cartesian coordinates (Å):
1 N 0.540 -1.265 -0.485  C2 1.360, C7 1.380, H10 1.012
2 C 0.262 -1.168 0.843  N1 1.360, C6 1.430, H8 1.078
3 C 0.294 0.113 -2.552  C7 1.480, H11 1.094, H13 1.093, H15 1.085
4 C -0.170 0.833 -0.074  C6 1.366, C7 1.420, H14 1.074
5 C -0.635 0.693 2.434  C6 1.494, H9 1.082, H12 1.086, H16 1.082
6 C -0.264 0.137 1.098  C2 1.430, C4 1.366, C5 1.494
7 C 0.324 -0.038 -1.080  N1 1.380, C3 1.480, C4 1.420
8 H 0.356 -2.089 1.395  C2 1.078
9 H -1.129 1.643 2.277  C5 1.082
10 H 1.286 -1.812 -0.894  N1 1.012
11 H 0.089 -0.877 -2.972  C3 1.094
12 H 0.245 0.882 3.042  C5 1.086
13 H 1.274 0.324 -2.988  C3 1.093
14 H -0.723 1.740 -0.233  C4 1.074
15 H -0.454 0.867 -2.770  C3 1.085
16 H -1.297 0.018 2.959  C5 1.082

Here are the natural (NBO) charges for atoms 1 to 4, given in e: -0.54 0.18 -0.69 -0.26

=====

Entry 3:
Computed, not measured: a gas-phase ion, C4H10NS (charge -1), with ωB97M-V/def2-TZVPD.

Computed properties:
HOMO level	-2.16	eV
charge	-1
gap between HOMO and LUMO	0.211	hartree
SMILES	CNCCC[S-]
energy relative to the best compared isomer or geometry (same formula, charge and spin)	6.0	kcal/mol

Bonds (Å) are listed after each position.
Cartesian coordinates (Å):
1 S -0.383 1.811 1.952  C3 1.807
2 N 0.682 -1.804 -1.425  C4 1.473, C6 1.455, H7 1.015
3 C -0.227 0.851 0.430  S1 1.807, C5 1.536, H8 1.105, H16 1.088
4 C -0.536 -1.480 -0.664  N2 1.473, C5 1.524, H11 1.101, H14 1.093
5 C -0.314 -0.672 0.609  C3 1.536, C4 1.524, H12 1.100, H13 1.093
6 C 1.241 -0.676 -2.154  N2 1.455, H9 1.090, H10 1.099, H15 1.088
7 H 0.418 -2.502 -2.113  N2 1.015
8 H -1.005 1.115 -0.309  C3 1.105
9 H 1.674 0.045 -1.460  C6 1.090
10 H 0.497 -0.124 -2.746  C6 1.099
11 H -1.279 -0.965 -1.293  C4 1.101
12 H -1.178 -0.857 1.265  C5 1.100
13 H 0.537 -1.037 1.188  C5 1.093
14 H -0.932 -2.451 -0.356  C4 1.093
15 H 2.037 -1.035 -2.802  C6 1.088
16 H 0.726 1.080 -0.043  C3 1.088

Here are the natural (NBO) charges for atoms 1 to 4, given in e: -0.72 -0.62 -0.52 -0.22

=====

Entry 4:
Computed, not measured: 2 unconnected molecules or ions with the total composition C4H2BrO2, with ωB97M-V/def2-TZVPD.

Computed properties:
HOMO level	-5.27	eV
charge	-1
gap between HOMO and LUMO	0.307	hartree
energy relative to the best compared isomer or geometry (same formula, charge and spin)	80.7	kcal/mol

Bonds (Å) are listed after each position.
Cartesian coordinates (Å):
1 Br 3.109 -1.097 -0.146  C4 1.868
2 O 2.870 1.878 1.282  C7 1.182
3 O 2.502 2.520 -0.807  C7 1.208
4 C 1.899 0.325 -0.158  Br1 1.868, C7 1.627, H8 1.161
5 C -1.283 -0.331 1.295  C6 1.204, H9 1.090
6 C -0.229 -0.044 0.790  C5 1.204
7 C 2.473 1.812 0.171  O2 1.182, O3 1.208, C4 1.627
8 H 1.349 0.172 -1.169  C4 1.161
9 H -2.333 -0.336 1.589  C5 1.090

Here are the natural (NBO) charges for atoms 1 to 4, given in e: 0.07 -0.69 -0.69 -0.22